Below is a 6-piece molecular cluster, C53H119N4OP overall at a distorted geometry, with properties calculated with ωB97M-V/def2-TZVPD.

Summary:
- net charge = +5
- HOMO-LUMO gap (spin up / spin down) (Ha) = 0.352 / 0.230
- <S²> = 0.75
- energy (eV) = -74136.4581
- spin multiplicity = 2

Element x y z (Å)
C  -4.51  -5.57  -0.04
C  -1.43  -4.78  0.59
H  -1.83  -5.74  0.93
H  2.07  -2.40  4.20
H  0.85  -3.39  -3.16
C  -1.56  5.44  -4.54
C  4.31  -1.65  1.99
C  -4.94  3.60  1.82
H  -2.62  5.19  -4.63
H  6.47  0.51  6.52
H  -0.28  0.57  -0.05
H  -2.43  4.73  -1.33
C  -3.88  -5.94  -1.41
H  -3.36  4.04  0.48
H  6.34  -4.64  2.18
C  1.65  -1.63  3.55
H  5.96  -4.77  -0.37
C  3.91  -1.89  -3.48
H  0.07  -1.85  -4.82
H  -5.87  1.47  -0.04
H  6.12  2.84  6.84
C  5.49  2.37  6.09
H  3.77  -1.79  -1.42
C  1.70  1.74  2.68
H  -0.52  3.02  -2.31
H  3.08  -3.77  -1.47
C  4.08  -0.01  4.60
H  -5.30  2.83  2.51
H  -2.23  0.10  -2.76
O  0.79  -1.30  0.07
H  6.12  -0.52  4.14
C  -1.48  0.54  -3.42
H  -4.12  -4.65  0.40
C  -6.60  2.12  0.43
C  0.50  -0.99  4.42
N  2.92  -3.06  -3.50
H  4.03  -0.62  5.50
H  -6.54  -5.45  0.93
H  -2.30  -7.02  -0.57
H  5.17  -1.09  1.64
C  -7.24  4.96  -1.06
H  0.72  3.14  0.40
C  1.46  -2.52  -3.37
H  0.59  4.94  -2.97
H  0.03  -6.77  -0.42
C  -7.35  4.46  1.33
H  4.51  2.09  6.47
H  -0.89  8.60  -1.71
H  -1.29  -4.22  -2.77
H  -1.86  2.32  -1.71
H  5.50  -2.76  3.47
H  2.50  -5.04  -2.62
H  -2.58  0.96  2.76
C  -2.25  4.42  -2.36
H  4.94  0.50  -1.15
H  1.20  -3.98  -0.40
H  -3.61  2.08  3.67
C  1.79  -2.99  -5.72
H  4.37  -4.56  0.56
H  3.88  -3.61  -5.31
H  -3.23  4.42  -2.85
H  -2.21  4.06  2.60
C  0.42  7.18  -2.70
H  -3.78  2.30  0.62
H  2.78  3.42  2.64
C  -2.38  -6.29  -1.37
H  -1.33  2.45  -4.59
C  3.17  -4.19  -2.47
C  0.05  5.71  -2.43
H  -0.79  -2.90  6.06
C  1.75  3.19  2.37
C  -0.06  -4.59  1.16
H  -4.89  4.52  2.41
C  6.24  1.03  5.59
H  -4.30  -6.28  0.77
H  -9.19  4.44  -0.05
H  -0.16  -3.61  4.66
H  4.18  -4.58  -2.59
H  5.26  0.51  -2.85
H  -1.82  2.01  3.98
H  2.50  0.54  1.10
H  1.34  -1.78  -2.58
P  3.18  -0.67  3.06
H  -4.43  -6.83  -1.71
C  0.89  -4.91  0.08
H  -0.88  -1.99  3.11
H  -1.31  6.40  -4.99
H  -5.31  3.73  -1.13
H  0.50  -5.85  -1.84
H  0.71  1.38  2.43
H  -2.44  -3.49  -1.58
H  -6.73  -6.11  -0.67
H  5.69  1.05  3.49
C  -8.21  4.88  0.12
C  -2.43  3.07  2.19
C  5.31  -4.13  0.24
H  -8.63  5.88  0.28
H  1.00  7.40  -3.59
C  1.15  -2.00  -4.75
H  1.75  1.68  3.77
H  1.27  -2.04  2.62
H  -1.65  -0.98  4.40
H  -6.89  1.76  1.41
C  -1.44  -3.89  -1.74
H  -2.75  7.18  -3.32
H  4.17  -3.65  3.06
H  -7.52  2.17  -0.17
C  -6.12  -5.43  -0.07
C  2.88  -3.66  -4.88
H  -2.46  6.81  -1.55
H  -1.20  -0.76  -0.41
H  3.66  -1.82  1.13
H  1.58  -1.01  -4.94
H  2.18  -2.53  -6.63
H  6.75  -3.09  1.56
N  -1.42  5.58  -2.96
C  3.92  -1.07  -2.22
H  3.71  1.40  2.07
H  -1.86  -3.57  4.91
C  6.45  -0.97  -1.82
H  -4.08  -5.20  -2.19
H  0.16  -5.19  2.04
H  0.41  0.05  4.09
H  -0.47  0.55  -3.02
H  -0.87  -0.43  1.19
C  1.62  3.54  0.87
C  -0.36  -0.48  0.22
H  -0.05  5.43  -1.39
C  5.57  0.40  4.36
C  -1.86  2.05  -3.73
N  -6.18  3.60  0.83
H  -7.17  6.00  -1.38
C  4.93  -3.02  2.59
C  -2.62  1.94  3.24
H  5.42  3.09  5.27
H  -7.65  4.44  -1.93
H  1.03  -3.74  -5.89
H  -1.07  8.58  -3.50
H  7.29  -0.31  -1.60
H  4.84  -2.43  -3.65
H  2.82  -4.75  -4.84
H  3.60  0.95  4.80
H  1.87  4.58  0.63
H  1.10  3.82  2.98
H  0.06  -3.55  1.44
C  -1.59  2.99  -2.52
H  -6.29  -4.43  -0.48
C  -5.87  4.41  -0.49
H  2.99  -0.50  -2.14
C  5.92  -3.79  1.65
H  -0.95  4.64  -4.97
H  0.71  -0.99  5.49
H  -1.51  -0.05  -4.33
N  -1.35  -5.20  -0.93
H  0.99  7.45  -1.81
C  2.77  0.86  2.10
H  -0.69  -3.20  -1.34
H  5.02  -3.24  -0.32
H  -2.91  2.15  -4.02
H  -2.12  -6.67  -2.36
C  5.14  -0.16  -1.99
C  0.07  -5.77  -0.84
C  -0.96  -2.95  4.99
C  -0.88  7.98  -2.61
C  -2.03  6.94  -2.54
H  -1.49  2.76  1.72
H  -2.14  -3.98  0.77
H  7.27  1.25  5.31
H  1.81  -5.31  0.51
H  3.82  -1.25  -4.36
H  2.41  3.08  0.28
C  -3.58  3.23  1.16
H  -5.18  5.22  -0.26
H  -7.90  3.93  2.10
H  6.82  -1.34  -2.78
H  -6.84  5.32  1.78
H  6.42  -1.75  -1.06
C  -0.85  -1.67  4.15

Results of the Mulliken charge analysis, in e, for atoms 1 through 5: atom 1 (C): -0.15, atom 2 (C): -0.53, atom 3 (H): 0.42, atom 4 (H): 0.81, atom 5 (H): -0.35

Below is C53H40AuO3PS2 as an isolated structure, with properties calculated with ωB97M-V/def2-TZVPD.

Summary:
- net charge = 0
- HOMO-LUMO gap (Ha) = 0.268
- energy (eV) = -96404.1303
- ΔE to the lowest compared entry with this formula, charge and spin (kJ/mol) = 0.0

Element x y z (Å)
H  -3.58  -3.86  3.56
H  4.73  -5.38  1.17
C  -1.86  2.56  -2.39
C  -0.24  -3.05  0.17
C  -1.76  -3.53  -2.81
H  -5.81  -3.56  2.58
C  -4.10  3.28  -2.92
C  -3.68  -3.59  2.52
H  -0.03  -0.85  3.51
C  4.66  -3.38  1.93
H  -4.12  0.22  -1.42
H  -1.73  -1.62  -5.64
H  -4.05  -2.62  -1.21
H  -0.70  7.68  3.88
H  -2.17  -6.34  -5.46
H  -5.99  3.89  -3.76
C  -4.92  -3.42  1.97
H  -2.03  -6.91  -3.04
H  0.87  -3.55  1.96
C  0.43  0.90  2.37
C  -2.65  -3.06  0.38
H  5.56  -3.30  3.88
H  -5.66  1.92  -2.36
C  4.22  -4.43  1.12
C  -1.82  -3.21  -4.18
C  2.51  -3.04  0.21
H  -4.61  4.85  -4.30
H  3.88  0.80  4.10
H  -1.48  0.16  -3.98
C  4.32  5.35  0.03
H  -2.33  4.42  -3.33
H  5.17  2.56  -1.67
O  -1.85  -0.17  0.17
H  4.34  -1.32  2.45
H  3.39  2.56  2.44
H  6.65  -2.89  2.57
C  2.91  0.83  3.62
C  2.63  1.82  2.69
C  -0.64  6.72  1.96
H  -5.26  5.07  -2.68
C  1.95  -0.13  3.92
C  -3.74  1.14  -1.85
C  2.93  -1.97  0.99
C  -0.24  5.60  1.25
H  2.81  -5.06  -0.39
H  -6.04  -2.94  0.19
S  1.17  -2.83  -0.95
C  2.94  1.42  -1.02
C  0.69  4.65  3.24
C  -0.11  -3.41  1.53
C  -4.60  2.09  -2.38
C  0.45  4.56  1.88
P  0.92  3.14  0.82
C  3.36  2.82  -0.60
C  5.08  4.51  -0.76
Au  0.96  0.87  -1.13
O  1.17  -4.02  -1.85
H  -0.79  2.73  -2.37
C  -2.52  -3.42  1.74
C  -0.38  6.81  3.32
C  -2.37  1.38  -1.88
C  5.83  -3.55  2.85
H  4.68  6.34  0.29
C  2.58  3.67  0.20
H  -1.13  -3.86  3.33
C  4.00  -2.16  1.85
C  -5.04  4.33  -3.45
C  1.39  1.87  2.06
H  -2.02  -4.00  -6.18
C  4.60  3.25  -1.07
C  -1.70  -1.86  -4.59
H  -0.53  0.90  1.86
C  -1.83  -4.89  -2.42
C  3.09  4.93  0.51
S  -1.30  0.17  -1.15
C  -1.98  -4.25  -5.13
C  -3.95  -2.89  -0.16
C  -1.56  -0.87  -3.67
C  0.71  -0.09  3.29
C  -5.05  -3.07  0.61
H  6.04  4.83  -1.14
C  -1.22  -3.58  2.29
H  -1.75  -5.15  -1.37
C  -2.06  -5.55  -4.72
H  2.17  -0.91  4.64
C  -1.47  -2.86  -0.40
C  0.28  5.77  3.96
H  2.52  5.60  1.15
C  -1.54  -1.19  -2.29
H  -1.16  7.53  1.45
H  2.44  -1.01  0.92
H  6.20  -4.57  2.84
H  1.21  3.85  3.75
H  -0.45  5.53  0.19
O  3.81  0.62  -1.28
C  -1.60  -2.49  -1.84
C  -2.73  3.50  -2.92
C  3.15  -4.26  0.26
C  -1.98  -5.87  -3.35
H  0.47  5.82  5.02

Results of the Mulliken charge analysis, in e, for atoms 1 through 5: atom 1 (H): 0.45, atom 2 (H): 0.32, atom 3 (C): -0.05, atom 4 (C): 1.14, atom 5 (C): 0.92